Entry 1:
Computed, not measured: a molecular structure, C28H36Cl3GeN5ORu, with ωB97M-V/def2-TZVPD.

```
75
Properties=species:S:1:pos:R:3:mulliken_spin:R:1
Ru 0.8595 -0.7530 0.4809 0.68
C 3.8337 0.2144 0.2393 0.01
N 2.6507 0.6719 -0.4966 0.04
C 2.7906 0.4009 -1.9067 -0.01
C 1.4831 0.4136 -2.6407 0.01
C 1.5058 0.6555 -4.0035 0.00
C 0.3161 0.6184 -4.7045 0.00
C -0.8427 0.3787 -3.9988 0.00
C -0.8018 0.1648 -2.6217 0.00
N 0.3650 0.1600 -1.9420 0.01
C 2.2044 1.9920 -0.0961 0.01
C 1.8682 1.8887 1.3769 -0.01
C 2.1843 2.8737 2.2951 0.00
C 1.8765 2.6861 3.6337 0.00
C 1.2630 1.5075 4.0252 0.00
C 0.9743 0.5578 3.0623 0.00
N 1.2650 0.7508 1.7698 -0.02
C 3.7669 -1.2811 0.4518 -0.10
C 4.8521 -2.0196 0.7628 0.13
C 4.7178 -3.4345 1.0230 -0.03
C 3.5048 -3.9888 1.0182 0.07
C 2.2696 -3.1872 0.7514 0.00
N 2.4915 -1.7913 0.3237 0.13
H 3.8575 0.7037 1.2129 0.00
H 4.7546 0.4963 -0.2843 0.00
H 3.2203 -0.6020 -1.9907 0.00
H 3.4949 1.0902 -2.3939 0.00
H 2.4473 0.8631 -4.4931 0.00
H 0.2917 0.7839 -5.7732 0.00
H -1.7970 0.3543 -4.5041 0.00
H -1.8857 -0.0472 -0.8270 0.00
H 1.3025 2.2414 -0.6607 0.00
H 2.9420 2.7880 -0.2611 0.00
H 2.6786 3.7739 1.9566 0.00
H 2.1244 3.4463 4.3619 0.00
H 1.0177 1.3130 5.0588 0.00
H 0.4979 -0.3855 3.2963 0.00
H 5.8263 -1.5521 0.7918 0.01
H 5.6025 -4.0274 1.2054 0.00
H 3.3609 -5.0463 1.1897 0.00
H 1.7200 -3.7137 -0.0426 0.02
C -3.4496 -0.2850 2.0826 0.00
C -2.8270 1.0434 2.5215 0.00
C -1.7786 1.2710 1.4531 0.00
O -1.2373 -0.0393 1.2166 0.01
C -2.3005 -1.0198 1.3883 -0.01
H -4.2701 -0.1080 1.3897 0.00
H -3.8385 -0.8557 2.9232 0.00
H -2.3459 0.9424 3.4958 0.00
H -3.5502 1.8556 2.5776 0.00
H -0.9649 1.9315 1.7503 0.00
H -2.2224 1.6577 0.5294 0.00
H -1.8773 -1.8221 1.9846 0.00
H -2.5823 -1.4092 0.4083 0.00
C -2.9113 2.9304 -2.5354 0.00
Ge -3.5951 1.1092 -2.3504 0.00
C -4.9169 1.0364 -0.9110 0.00
C -4.5030 0.5043 -3.9728 0.00
C -2.0764 -0.0991 -1.8938 0.00
H -3.6975 3.5882 -2.9056 0.00
H -2.0735 2.9769 -3.2308 0.00
H -2.5785 3.3146 -1.5698 0.00
H -5.7684 1.6587 -1.1884 0.00
H -4.5301 1.4100 0.0362 0.00
H -5.2825 0.0196 -0.7645 0.00
H -5.3849 1.1237 -4.1381 0.00
H -4.8356 -0.5275 -3.8553 0.00
H -3.8874 0.5642 -4.8687 0.00
H -2.4030 -1.1213 -2.1142 0.00
Cl 0.6660 -5.7200 1.7655 0.00
C 0.8737 -4.2638 2.7685 0.00
Cl 2.2206 -4.5054 3.9030 0.00
Cl -0.6059 -4.0040 3.6995 0.00
C 1.1880 -3.0827 1.8649 0.04
N 0.4914 -2.0344 1.8942 0.00
```

Summary:
E_tot in Eh: -4989.6980
Max |F| in eV/Å: 0.7
Total charge: +1
Energy above the lowest of the compared OMol25 structures with the same formula, charge and spin in kcal per mole: 4.8
2S+1: 2

Entry 2:
Computed, not measured: a molecular structure, C28H36Cl3N6O7SV, with ωB97M-V/def2-TZVPD.

```
82
Properties=species:S:1:pos:R:3:mulliken_spin:R:1
V 0.0308 -1.7706 1.3622 2.01
O -4.0683 -1.1189 2.3857 0.00
C -2.7877 -1.1169 2.6286 0.01
O -1.9639 -1.4251 1.7648 -0.03
C -2.4839 -0.6636 4.0392 0.01
O -1.1220 -0.6035 4.3320 0.00
C -0.6039 -1.7768 4.9635 0.00
C -0.4646 -2.8226 3.8770 0.01
O -1.1743 -3.7780 3.7467 -0.01
O 0.4791 -2.4885 2.9598 -0.03
H -4.2680 -1.4101 1.4802 0.00
H -3.0463 -1.3151 4.7172 0.00
H -2.9072 0.3401 4.1358 0.00
H -1.2680 -2.1369 5.7489 0.00
H 0.3628 -1.5049 5.3800 0.00
Cl -2.2288 9.1437 -2.9603 0.00
C -1.6393 7.6760 -2.2800 0.00
C -0.3083 7.5694 -1.9103 0.00
C 0.1409 6.3757 -1.3724 0.00
C -0.7039 5.2847 -1.1845 0.00
C -0.1215 4.0190 -0.6041 0.00
C -0.6879 3.6712 0.7720 0.00
N -0.1111 2.4064 1.2380 0.00
C 1.0684 2.2449 1.9260 0.00
C 1.3212 0.9147 1.9528 0.03
N 0.3027 0.2544 1.2766 -0.07
C -0.5359 1.2058 0.8653 0.04
O -0.3247 2.8718 -1.4111 0.00
C 0.3599 2.9307 -2.6641 0.00
C 1.8427 2.9928 -2.4619 0.00
C 2.6945 3.8739 -3.0570 0.00
Cl 2.2862 5.0866 -4.1913 0.00
S 4.3203 3.6850 -2.5447 0.00
C 3.8761 2.4127 -1.4920 0.00
C 2.5435 2.1476 -1.5488 0.00
C -2.0359 5.4297 -1.5714 0.00
Cl -3.1840 4.1260 -1.4027 0.00
C -2.5101 6.6087 -2.1157 0.00
H 0.3626 8.4045 -2.0515 0.00
H 1.1859 6.2816 -1.0995 0.00
H 0.9568 4.1863 -0.4795 0.00
H -1.7682 3.5564 0.7327 0.00
H -0.4399 4.4491 1.4910 0.00
H 1.6129 3.0776 2.3358 0.00
H 2.1285 0.3853 2.4276 0.00
H -1.4263 1.0563 0.2771 0.00
H 0.0128 3.7844 -3.2506 0.00
H 0.0674 2.0197 -3.1871 0.00
H 4.6301 1.9342 -0.8871 0.00
H 2.0453 1.3987 -0.9472 0.00
H -3.5462 6.6973 -2.4090 0.00
C -1.9633 -3.6885 0.0047 0.03
N -0.4825 -3.3485 0.0686 -0.12
C 0.2256 -4.6284 0.5226 0.05
N -0.0532 -5.7195 -0.3659 0.00
C -1.4960 -5.9751 -0.3866 0.00
N -2.2220 -4.7952 -0.8701 0.00
C -1.7548 -4.4677 -2.2190 0.00
N -0.3135 -4.1952 -2.2232 0.00
C -0.0348 -3.0847 -1.3562 0.05
C 0.3895 -5.3819 -1.7192 0.00
H -2.4877 -2.8021 -0.3560 0.00
H -2.2825 -3.9275 1.0200 -0.01
H -0.1235 -4.8519 1.5306 0.00
H 1.2964 -4.4229 0.5341 0.00
H -1.8349 -6.2249 0.6193 0.00
H -1.7024 -6.8162 -1.0464 0.00
H -2.2906 -3.5919 -2.5892 0.00
H -1.9585 -5.3065 -2.8825 0.00
H -0.5613 -2.1947 -1.7161 0.00
H 1.0385 -2.8940 -1.3386 -0.01
H 1.4645 -5.1929 -1.7143 0.00
H 0.1876 -6.2212 -2.3827 0.00
C 4.0095 -2.2432 -0.5854 0.00
C 2.9256 -1.3241 -0.0844 0.02
O 2.0574 -2.0147 0.8712 -0.01
H 4.6367 -1.7029 -1.2945 0.00
H 3.5955 -3.1143 -1.0935 0.00
H 4.6507 -2.5826 0.2298 0.00
H 2.2622 -0.9969 -0.8836 0.00
H 3.3314 -0.4381 0.4053 0.00
H 2.5891 -2.4237 1.5685 0.01
```

Summary:
E_tot in Eh: -4666.1382
Max |F| in eV/Å: 0.2
Total charge: +2
Energy above the lowest of the compared OMol25 structures with the same formula, charge and spin in kcal per mole: 0.0
2S+1: 3

Entry 3:
Computed, not measured: 5 unconnected molecules or ions with the total composition C28H36Cl8FNS in a non-equilibrium geometry, with ωB97M-V/def2-TZVPD.

```
75
Properties=species:S:1:pos:R:3:lowdin_charge:R:1
C -4.1283 -5.6647 -1.8881 0.05
C -3.4087 -5.3707 -2.9646 -0.10
C -2.2040 -5.3925 -4.0668 -0.18
C -1.1451 -4.1924 -3.8641 -0.12
C -0.9404 -3.2101 -5.1145 -0.03
C 0.0549 -1.9865 -4.9475 -0.07
C 0.8233 -1.7715 -3.5931 -0.39
C 0.6880 -2.7347 -2.3156 -0.13
C -0.3218 -3.9565 -2.5099 -0.05
C -0.4926 -4.9495 -1.2350 -0.13
C 0.9221 -5.6997 -0.8745 -0.16
F 0.8084 -7.1017 -1.2343 -0.12
N 1.4613 -2.4677 -1.0802 0.02
C 1.3044 -1.0774 -0.5815 -0.18
C 0.9315 -0.7066 0.9152 -0.01
C 0.7765 0.8114 1.3902 -0.02
C 0.9803 2.0437 0.3899 -0.14
C 0.7626 3.5590 0.9190 -0.18
C 0.5276 4.5875 -0.3333 -0.27
C -0.0280 6.0371 0.1280 -0.14
C 1.3961 1.6788 -1.1138 -0.03
C 1.5408 0.1749 -1.5558 -0.38
S 1.9743 -0.3063 -3.3235 0.82
H -4.8685 -5.9180 -1.0323 0.05
H -2.7434 -5.2405 -5.0909 0.11
H -1.7085 -6.4420 -4.1447 0.13
H -1.5153 -3.3421 -6.1117 0.09
H 0.2531 -1.2099 -5.7908 0.10
H -0.8801 -4.2914 -0.3693 0.11
H -1.2595 -5.7883 -1.3992 0.10
H 1.8202 -5.1584 -1.3819 0.13
H 1.0068 -5.6663 0.2855 0.09
H 1.1894 -3.0784 -0.2926 0.09
H 0.7887 -1.5798 1.6484 0.02
H 0.5045 0.9441 2.5085 0.02
H -0.2594 3.5437 1.4858 0.10
H 1.5681 3.9192 1.6567 0.12
H -0.2412 4.0563 -1.0314 0.12
H 1.5133 4.7616 -0.9010 0.10
H -0.2096 6.6838 -0.8273 0.08
H -1.0260 6.0024 0.7004 0.02
H 0.8045 6.5134 0.7935 0.08
H 1.5690 2.5254 -1.8936 0.09
Cl -3.2152 1.9459 2.4157 0.54
C -2.7372 0.6906 3.5850 -0.70
C -2.1389 1.2826 4.8475 -0.65
Cl -0.5511 2.0348 4.5527 0.57
H -2.0395 0.0130 3.0879 -0.03
H -3.6401 0.1268 3.8308 0.07
H -1.9830 0.4958 5.5893 0.07
H -2.7956 2.0374 5.2858 0.07
Cl -2.9939 5.7285 2.6057 0.55
C -2.7925 7.1903 3.6031 -0.65
C -3.8139 8.2597 3.2656 -0.67
Cl -3.5447 8.9615 1.6510 0.54
H -1.7712 7.5541 3.4688 0.07
H -2.9085 6.8812 4.6444 0.07
H -3.7427 9.0802 3.9833 0.07
H -4.8323 7.8663 3.2990 0.07
Cl 1.4188 -4.2898 3.0554 0.56
C 0.1570 -4.4153 4.3072 -0.65
C -1.1839 -3.8996 3.8215 -0.63
Cl -1.1782 -2.1348 3.5790 0.64
H 0.5004 -3.8717 5.1903 0.07
H 0.0754 -5.4725 4.5696 0.08
H -1.9556 -4.1145 4.5643 0.08
H -1.4778 -4.3703 2.8807 0.07
Cl 7.9825 2.3136 -4.4389 0.53
C 7.0481 0.9523 -3.7696 -0.67
C 5.5820 1.0199 -4.1522 -0.67
Cl 4.7413 2.3754 -3.3601 0.53
H 7.1801 0.9515 -2.6852 0.07
H 7.4936 0.0373 -4.1666 0.07
H 5.0738 0.1052 -3.8376 0.05
H 5.4536 1.1256 -5.2318 0.07
```

Summary:
E_tot in Eh: -5322.3537
Max |F| in eV/Å: 6.6
Total charge: 0
2S+1: 1
SMILES: C#CCc1ccc2c(c1CCF)Nc1ccc(CCC)cc1S2.ClCCCl.ClCCCl.ClCCCl.ClCCCl